This record from OMol25 describes C32H56ClN9O7PSiV as an isolated structure. The level of theory is ωB97M-V/def2-TZVPD.

For the energy, the calculation gives -4307.9123 Eh. The expectation value of S² is 2.01. Its HOMO-LUMO gap (spin up / spin down) is 0.297 / 0.312 Ha.

The geometry in ORCA input format:
```
! wB97M-V def2-TZVPD RIJCOSX def2/J DEFGRID3
* xyz 0 3
V 0.44873 -0.68522 -0.00369
C -1.50826 0.38630 -4.45589
N -2.33277 -0.36457 -3.53110
C -3.76969 -0.29297 -3.74044
C -1.79026 -0.73612 -2.33444
N -0.64276 -0.36601 -1.92733
N -2.60647 -1.58597 -1.59611
C -2.33906 -2.07730 -0.32331
N -3.09734 -3.17710 -0.01585
N -1.51248 -1.52419 0.47769
H -1.94260 0.31214 -5.45067
H -0.50593 -0.03722 -4.50072
H -1.44434 1.44766 -4.17868
H -4.12416 -1.09299 -4.39573
H -4.01428 0.66310 -4.20495
H -4.30044 -0.34418 -2.79130
H -0.21896 0.35075 -2.50458
H -3.21126 -2.17151 -2.15433
H -3.30016 -3.80259 -0.78404
H -2.77136 -3.68371 0.79449
H -1.33210 -2.10979 1.28823
C 0.37302 -3.04808 3.31393
Si 1.05467 -1.28821 3.23238
C 0.21551 -0.32984 4.62528
C 2.90959 -1.29827 3.49093
O 0.69926 -0.55683 1.82430
H 0.60271 -3.49985 4.28017
H 0.77517 -3.69346 2.53572
H -0.71715 -3.04864 3.22252
H 0.38479 -0.81745 5.58642
H -0.86371 -0.27408 4.47020
H 0.59623 0.68574 4.70056
H 3.20091 -1.97066 4.29905
H 3.27468 -0.30046 3.73827
H 3.40238 -1.62494 2.57468
O 1.79818 -1.79452 -2.78072
C 2.54395 -1.06262 -2.14867
C 4.03097 -0.92519 -2.43620
C 4.45853 0.22852 -1.55151
C 3.22897 0.49823 -0.69295
O 3.20819 1.30212 0.21679
N 2.17631 -0.28090 -1.08730
H 4.20109 -0.79219 -3.50381
H 4.48871 -1.86833 -2.13174
H 4.71125 1.13729 -2.10097
H 5.29237 0.00219 -0.88908
O 0.05782 1.40299 -0.06338
P -0.07708 2.78009 0.48669
N -1.38053 2.83219 1.49752
C -2.10901 1.58399 1.80418
C -2.98375 1.96260 2.99399
C -2.13965 3.00385 3.72126
C -1.56557 3.81711 2.56591
N 1.17027 3.43139 1.33272
C 1.67259 2.73870 2.53062
C 3.05864 3.34712 2.76210
C 2.97994 4.70035 2.06111
C 2.17756 4.36178 0.81253
N -0.34754 3.80039 -0.78439
C 0.39925 3.67198 -2.03645
C -0.09770 4.86221 -2.84887
C -0.27027 5.94011 -1.78199
C -0.84907 5.16581 -0.59646
H -1.40478 0.78770 2.06094
H -2.68882 1.24883 0.94266
H -3.23479 1.09812 3.60748
H -3.91575 2.41883 2.65166
H -1.33293 2.51583 4.27178
H -2.71114 3.61424 4.41989
H -0.61978 4.30429 2.80608
H -2.27498 4.59321 2.25413
H 1.72078 1.66876 2.34824
H 1.00113 2.92478 3.37482
H 3.80824 2.72221 2.27656
H 3.30241 3.42531 3.82151
H 3.95449 5.12753 1.82825
H 2.42710 5.41598 2.67604
H 2.82003 3.87054 0.08084
H 1.70121 5.23272 0.35683
H 0.19038 2.70752 -2.50475
H 1.48172 3.73233 -1.87916
H -1.06247 4.62575 -3.30211
H 0.59158 5.14535 -3.64288
H -0.91072 6.76399 -2.09256
H 0.70492 6.35429 -1.51900
H -1.94300 5.17021 -0.61331
H -0.53104 5.58664 0.36129
C -1.71762 -6.93253 -0.04004
C -1.56867 -5.90912 -1.12593
C -2.56526 -5.70376 -2.06963
C -2.40975 -4.73055 -3.04745
Cl -3.71373 -4.42554 -4.17392
C -1.25049 -3.98082 -3.12443
C -0.23754 -4.18404 -2.19908
C -0.40187 -5.13084 -1.19320
O 0.49722 -5.37273 -0.21348
C 1.79275 -4.79976 -0.28510
C 1.88888 -3.29671 0.03447
O 2.99339 -2.83619 0.28329
O 0.77833 -2.67394 -0.05268
H -2.69312 -7.41410 -0.09218
H -1.59698 -6.48207 0.94642
H -0.94586 -7.69806 -0.12093
H -3.47118 -6.29433 -2.03585
H -1.13203 -3.22774 -3.89110
H 0.63360 -3.54697 -2.24552
H 2.22100 -4.95092 -1.28185
H 2.39861 -5.35496 0.43040
*
```

Löwdin atomic charge list, values in e, 99 entries:
1. V 0.982
2. C -0.045
3. N -0.149
4. C -0.047
5. C -0.407
6. N 0.135
7. N 0.162
8. C -0.451
9. N 0.187
10. N 0.108
11. H 0.094
12. H 0.096
13. H 0.091
14. H 0.079
15. H 0.090
16. H 0.090
17. H 0.059
18. H 0.116
19. H 0.074
20. H 0.111
21. H 0.066
22. C -0.149
23. Si 0.306
24. C -0.158
25. C -0.145
26. O -0.428
27. H 0.032
28. H 0.019
29. H 0.019
30. H 0.029
31. H 0.019
32. H 0.012
33. H 0.029
34. H 0.025
35. H 0.021
36. O 0.023
37. C -0.502
38. C -0.083
39. C -0.079
40. C -0.475
41. O 0.056
42. N 0.053
43. H 0.116
44. H 0.123
45. H 0.118
46. H 0.122
47. O -0.317
48. P 0.585
49. N -0.158
50. C -0.187
51. C -0.167
52. C -0.167
53. C -0.206
54. N -0.179
55. C -0.179
56. C -0.159
57. C -0.162
58. C -0.190
59. N -0.186
60. C -0.193
61. C -0.168
62. C -0.170
63. C -0.202
64. H 0.083
65. H 0.111
66. H 0.108
67. H 0.111
68. H 0.098
69. H 0.110
70. H 0.098
71. H 0.110
72. H 0.085
73. H 0.102
74. H 0.104
75. H 0.110
76. H 0.111
77. H 0.113
78. H 0.105
79. H 0.099
80. H 0.096
81. H 0.112
82. H 0.111
83. H 0.111
84. H 0.109
85. H 0.105
86. H 0.115
87. H 0.103
88. C -0.028
89. C -0.212
90. C -0.103
91. C -0.692
92. Cl 0.646
93. C -0.105
94. C 0.016
95. C -0.229
96. O -0.025
97. C -0.063
98. C -0.621
99. O 0.056


This record from OMol25 describes a 8-piece molecular cluster, C32H56N8 overall. The level of theory is ωB97M-V/def2-TZVPD.

For the energy, the calculation gives -1690.8447 Eh. Its SMILES is CCCC#N.CCCC#N.CCCC#N.CCCC#N.CCCC#N.CCCC#N.CCCC#N.CCCC#N. Its HOMO-LUMO gap is 0.416 Ha.

The geometry in ORCA input format:
```
! wB97M-V def2-TZVPD RIJCOSX def2/J DEFGRID3
* xyz 0 1
C -0.64209 -3.49902 -1.43672
C -1.36839 -4.50912 -0.56952
C -0.52787 -5.74507 -0.24332
C 0.27048 -6.11885 -1.42593
N 0.95405 -6.38299 -2.29488
H 0.09594 -2.98264 -0.80986
H -1.42358 -2.76486 -1.70004
H -0.18080 -3.87887 -2.37465
H -2.24615 -4.86136 -1.11999
H -1.57223 -3.94688 0.30937
H -1.11377 -6.55424 0.13072
H 0.22761 -5.46843 0.56170
C -2.56867 3.14291 5.30909
C -2.75856 2.46231 3.99728
C -3.04001 3.53657 2.91441
C -1.77623 4.07130 2.36977
N -0.76361 4.41456 1.92890
H -3.47979 3.42422 5.82047
H -2.01817 4.09131 5.10854
H -1.93965 2.56690 5.99559
H -3.64810 1.83950 3.88158
H -1.83720 1.87279 3.70862
H -3.56756 4.34855 3.34562
H -3.59057 3.15465 2.09265
C 4.06073 -4.56407 -0.97278
C 3.09119 -3.70290 -1.83948
C 3.05404 -2.18458 -1.50516
C 2.64007 -2.03650 -0.10964
N 2.21991 -1.87104 0.92841
H 4.06024 -4.20006 0.04268
H 5.08918 -4.49841 -1.34639
H 3.69815 -5.60036 -0.94995
H 2.11822 -4.11154 -1.71359
H 3.26422 -3.99291 -2.88543
H 2.30385 -1.74210 -2.13310
H 4.00788 -1.62215 -1.54691
C -0.47812 -2.41003 4.00245
C -0.76699 -1.03231 3.41770
C -1.34270 -1.04283 2.04054
C -2.57028 -1.79293 1.83648
N -3.54772 -2.42788 1.69662
H 0.23443 -2.41877 4.78245
H -0.03314 -2.95088 3.20404
H -1.36009 -2.93232 4.29844
H 0.20611 -0.47025 3.41373
H -1.44699 -0.52141 4.10273
H -0.55043 -1.64494 1.54110
H -1.47422 -0.02894 1.71053
C -4.69058 -0.93445 -1.08190
C -5.94202 -1.11570 -0.26167
C -6.77280 -2.42057 -0.45137
C -7.21679 -2.51609 -1.84349
N -7.49960 -2.65784 -2.92797
H -3.85747 -1.62238 -0.86720
H -4.15022 0.01592 -1.00407
H -4.98270 -1.02953 -2.17905
H -6.57647 -0.25757 -0.49605
H -5.64882 -1.08003 0.76939
H -7.69017 -2.24785 0.06580
H -6.31937 -3.36752 -0.15251
C 3.94799 2.37535 -5.95343
C 4.33172 1.13559 -5.18996
C 4.89765 1.39552 -3.81664
C 3.92344 1.93055 -2.84800
N 3.00357 2.22060 -2.19436
H 4.76428 3.10573 -6.08414
H 3.07758 2.81457 -5.46308
H 3.56923 2.19296 -6.95958
H 5.11906 0.65260 -5.71258
H 3.46814 0.47335 -5.16093
H 5.69981 2.12874 -3.88823
H 5.41274 0.51811 -3.32067
C 3.61572 2.86184 2.00293
C 3.84779 3.96235 0.98152
C 2.64266 4.93742 0.88608
C 2.31766 5.67373 2.10922
N 2.20795 6.19553 3.11151
H 3.17725 3.30384 2.93065
H 4.59424 2.38927 2.24059
H 2.92806 2.13195 1.61113
H 4.00851 3.55725 -0.04874
H 4.78900 4.49285 1.26890
H 1.75596 4.39565 0.57045
H 2.78068 5.71418 0.15117
C -0.06639 0.93862 -0.86767
C 0.25868 2.32347 -0.32518
C -0.80853 3.29409 -0.90241
C -2.17459 2.96086 -0.49526
N -3.22556 2.68842 -0.14466
H 0.19473 0.80061 -1.93162
H -1.08885 0.62211 -0.80523
H 0.37164 0.11552 -0.27916
H 1.24112 2.61972 -0.70567
H 0.21751 2.36930 0.71421
H -0.79651 3.23878 -2.02041
H -0.61957 4.28951 -0.54552
*
```

For reference, the Löwdin charges in units of e are:
1. C -0.114
2. C -0.253
3. C -0.160
4. C -0.247
5. N 0.163
6. H 0.053
7. H 0.076
8. H 0.080
9. H 0.121
10. H 0.069
11. H 0.103
12. H 0.142
13. C -0.115
14. C -0.256
15. C -0.178
16. C -0.185
17. N 0.190
18. H 0.076
19. H 0.091
20. H 0.076
21. H 0.110
22. H 0.113
23. H 0.107
24. H 0.061
25. C -0.088
26. C -0.240
27. C -0.155
28. C -0.262
29. N 0.171
30. H 0.053
31. H 0.072
32. H 0.071
33. H 0.034
34. H 0.115
35. H 0.104
36. H 0.122
37. C -0.087
38. C -0.272
39. C -0.204
40. C -0.193
41. N 0.174
42. H 0.064
43. H 0.054
44. H 0.071
45. H 0.132
46. H 0.098
47. H 0.103
48. H 0.102
49. C -0.132
50. C -0.264
51. C -0.160
52. C -0.265
53. N 0.142
54. H 0.041
55. H 0.048
56. H 0.091
57. H 0.114
58. H 0.071
59. H 0.101
60. H 0.121
61. C -0.109
62. C -0.273
63. C -0.196
64. C -0.182
65. N 0.181
66. H 0.087
67. H 0.075
68. H 0.075
69. H 0.097
70. H 0.117
71. H 0.116
72. H 0.135
73. C -0.109
74. C -0.254
75. C -0.190
76. C -0.267
77. N 0.143
78. H 0.083
79. H 0.081
80. H 0.052
81. H 0.084
82. H 0.116
83. H 0.070
84. H 0.109
85. C -0.117
86. C -0.253
87. C -0.182
88. C -0.234
89. N 0.166
90. H 0.080
91. H 0.045
92. H 0.051
93. H 0.053
94. H 0.059
95. H 0.137
96. H 0.082


For each record above, in turn, the calculated ΔE to the lowest compared entry with this formula, charge and spin values are 1.68 39.12 kcal per mole.